No. 1
Entry from the OMol25 dataset: an isolated molecule of C11H16Si at a distorted geometry (wB97M-V/def2-TZVPD).

```
28
Properties=species:S:1:pos:R:3:lowdin_charge:R:1
C -1.45027 -1.99683 -0.02616 -0.12
C -2.07342 -0.83521 -0.24836 -0.01
C -0.22604 -2.14779 0.78978 -0.30
C 3.72444 0.80292 -1.40593 -0.07
C 2.18228 1.24252 2.13752 -0.05
C 1.12490 -2.07573 -0.00524 -0.24
C 3.45201 -0.40684 -0.87209 -0.28
C 1.46762 0.87693 1.08750 -0.25
C -2.14202 1.20710 -1.61495 -0.05
C -3.64500 0.79242 0.54634 -0.09
C -2.63806 0.31725 -0.40452 -0.36
Si 1.93011 -0.57707 0.02777 0.69
H -1.77763 -2.83502 -0.59947 0.09
H -0.11065 -3.17631 1.34096 0.13
H -0.28711 -1.35768 1.54867 0.08
H 4.55963 1.01545 -2.02272 0.04
H 2.90955 1.61211 -1.30235 0.07
H 1.71855 2.04788 2.74836 0.07
H 3.15871 1.00588 2.36325 0.03
H 1.25501 -2.72054 -0.78770 0.00
H 4.28236 -1.13779 -1.09386 0.08
H 0.45490 1.26535 1.13900 0.05
H -2.80678 2.08505 -1.81916 0.07
H -2.17373 0.54813 -2.54490 0.09
H -1.06498 1.61984 -1.45707 0.09
H -3.73258 0.27781 1.47604 0.06
H -4.66681 0.72193 0.06538 0.10
H -3.42501 1.82823 0.93390 0.10
```

Properties
Net charge: 0
HOMO: -0.2773 Eh
Total energy: -19538.4363 eV
Structure (SMILES): C=C[Si](C=C)=CCC=C=C(C)C
Relative energy (zero: lowest compared OMol25 entry of this formula, charge and spin): 588.2 kJ/mol
Multiplicity: 1


No. 2
Entry from the OMol25 dataset: an isolated molecule of C11H16Si at a distorted geometry (wB97M-V/def2-TZVPD).

```
28
Properties=species:S:1:pos:R:3:lowdin_charge:R:1
C 3.14608 0.04527 -0.45744 -0.14
C 2.24021 0.88682 -0.88528 -0.16
C -2.08530 0.18013 0.04093 -0.35
C -3.26892 -0.41836 -0.14282 -0.03
C -1.96957 1.60366 -0.14177 -0.31
C -4.18766 -1.27225 -0.54372 0.01
C 2.77536 -1.34751 -0.03042 -0.19
C -1.00824 -0.60512 0.72032 -0.16
C 1.41961 -1.36764 0.75128 -0.17
C 0.73869 0.69592 -0.70484 -0.32
C 0.31195 -0.72322 -0.06756 -0.32
Si -0.17356 2.20255 0.15400 0.75
H 4.21510 0.35904 -0.67576 0.12
H 2.58811 1.62892 -1.54478 0.08
H -2.65670 2.18078 0.48117 0.07
H -2.39181 1.98386 -1.17305 0.13
H -4.09072 -2.06982 -1.25546 0.05
H -5.11158 -1.34341 -0.05723 0.02
H 2.82675 -2.07751 -0.95401 0.15
H 3.43702 -1.66902 0.78923 0.10
H -0.66519 0.02054 1.63570 0.11
H -1.40985 -1.52115 1.07342 0.11
H 1.13678 -2.35390 0.98776 0.09
H 1.53563 -0.64575 1.68286 0.16
H 0.30156 0.74418 -1.69093 0.10
H 0.09643 -1.42564 -0.84932 0.13
H 0.10361 3.38914 -0.70729 -0.03
H 0.12795 2.07981 1.71162 0.00
```

Properties
Net charge: 0
HOMO: -0.3091 Eh
Total energy: -19540.2780 eV
Structure (SMILES): C=C=C1C[SiH2][C@H]2C=CCC[C@H]2C1
Relative energy (zero: lowest compared OMol25 entry of this formula, charge and spin): 410.5 kJ/mol
Multiplicity: 1


No. 3
Entry from the OMol25 dataset: a structure of composition C11H17AsN2O6S3Ti (wB97M-V/def2-TZVPD).

```
41
Properties=species:S:1:pos:R:3:lowdin_charge:R:1
Ti -0.35315 -0.09438 0.10007 0.51
O 0.13161 -0.94837 2.66782 -0.27
As -1.62620 -1.21490 2.48637 0.90
O -2.42962 -1.16890 3.89513 -0.45
O -1.93632 -0.06266 1.28994 -0.52
C -1.52774 -3.07761 1.87209 -0.21
C -2.10454 -3.92197 2.81555 -0.09
C -2.01509 -5.30527 2.69235 -0.08
C -1.32998 -5.85824 1.62919 -0.07
C -0.75521 -5.02959 0.67121 -0.06
C -0.85374 -3.65415 0.78153 -0.24
S -0.21313 -2.71356 -0.61435 0.50
O 0.25041 -3.66649 -1.57330 -0.27
O -1.33844 -1.84465 -0.98102 -0.37
O 0.83739 -1.79279 -0.08650 -0.40
H 0.26403 -0.47369 3.49890 0.06
H -2.61513 -3.47915 3.66093 0.09
H -2.47841 -5.93618 3.43992 0.10
H -1.24204 -6.93184 1.52230 0.10
H -0.24150 -5.44992 -0.18093 0.11
S -0.41617 1.13484 -1.88400 0.59
C -0.98243 3.88286 -0.21831 -0.15
N 0.16758 3.70844 -1.08643 -0.30
C -0.13308 4.21142 -2.41834 -0.13
C 0.73736 2.36504 -1.10199 -1.12
S 1.03050 1.75452 0.62810 0.56
N 1.98329 2.44539 -1.86590 -0.30
C 2.67739 1.18418 -2.06230 -0.15
C 2.91183 3.42824 -1.32994 -0.13
H -1.33229 4.91196 -0.32230 0.08
H -0.71429 3.70941 0.81997 0.04
H -1.81250 3.20996 -0.48202 0.07
H -1.03871 3.75507 -2.84299 0.06
H 0.69724 4.00770 -3.08963 0.08
H -0.28844 5.29147 -2.36021 0.08
H 1.99867 0.43129 -2.45274 0.04
H 3.12475 0.80505 -1.13200 0.07
H 3.47686 1.33933 -2.79070 0.08
H 2.43100 4.39821 -1.23233 0.07
H 3.75533 3.51474 -2.01884 0.08
H 3.30294 3.13517 -0.34433 0.06
```

Properties
Net charge: -1
HOMO (spin up / spin down): -0.1741 / -0.1875 Eh
Total energy: -143412.7904 eV
Multiplicity: 2


No. 4
Entry from the OMol25 dataset: an isolated molecule of C11H17BF4I2N2O5S at a distorted geometry (wB97M-V/def2-TZVPD).

```
43
Properties=species:S:1:pos:R:3:lowdin_charge:R:1
C 2.95291 2.68987 0.86004 -0.07
C 3.88527 1.42424 0.46669 -0.22
O 3.23948 0.14922 0.71513 0.02
B 2.17306 -0.11591 -0.19835 -0.48
O 2.05473 0.68591 -1.40346 0.08
C 1.08937 -1.33979 0.03971 -0.14
C 2.01457 -2.61622 0.32751 -0.18
N 3.07589 -2.85244 -0.68296 0.01
C 0.21739 -1.29872 -1.30968 -0.31
O 0.35822 -1.94791 -2.35344 0.12
N -0.83207 -0.29400 -0.97059 0.06
C -1.33571 -0.34164 0.44294 -0.41
C -1.69618 1.08217 1.06259 -0.68
I -2.20454 1.01431 3.19804 0.86
C -2.89306 1.86260 0.32168 -0.75
C -2.57367 2.32388 -1.17363 -0.18
I -3.17429 3.74605 1.46285 0.73
S -2.59384 -1.70695 0.41378 0.86
O -1.93494 -3.05040 0.15182 -0.29
O -3.33079 -1.87919 1.72903 -0.35
C -3.91679 -1.52116 -0.89155 -0.46
F -3.46599 -1.07596 -2.13763 0.08
F -5.01975 -0.74405 -0.48980 0.08
F -4.43329 -2.82528 -1.10751 0.08
C -0.04204 -1.04204 1.15965 -0.15
F 0.70275 -0.25366 2.11233 -0.07
H 3.66680 3.48368 1.26973 0.08
H 2.43399 3.12752 -0.05354 0.08
H 2.22094 2.42874 1.70753 0.09
H 4.32427 1.53649 -0.57974 0.13
H 4.78525 1.46700 1.18385 0.13
H 2.47769 0.12411 -2.10072 0.14
H 2.50806 -2.48891 1.35929 0.15
H 1.34093 -3.55113 0.31295 0.14
H 3.97510 -2.43373 -0.42673 0.08
H 2.78325 -2.61772 -1.63752 0.07
H -0.48883 0.61954 -1.29179 0.12
H -0.76113 1.73911 0.99137 0.10
H -3.86625 1.29349 0.45674 0.07
H -2.85439 1.44626 -1.86697 0.08
H -1.44682 2.51880 -1.31253 0.09
H -3.16158 3.22564 -1.53069 0.07
H -0.25398 -1.99181 1.77360 0.17
```

Properties
Net charge: 0
HOMO: -0.3269 Eh
Total energy: -63480.6315 eV
Multiplicity: 1


No. 5
Entry from the OMol25 dataset: a structure of composition C11H17Cl2NO2SeV at a distorted geometry (wB97M-V/def2-TZVPD).

```
35
Properties=species:S:1:pos:R:3:lowdin_charge:R:1
C 1.13121 0.64763 0.76391 -0.32
C 0.59197 1.37264 -0.35605 -0.30
C 0.34308 0.44193 -1.40480 -0.26
C 0.49281 2.83903 -0.49974 -0.10
C 0.83423 -0.84447 -0.99623 -0.28
C 1.29925 -0.73166 0.36114 -0.31
C 1.92093 -1.83154 1.13247 -0.06
C 1.58667 1.23499 2.03918 -0.06
C -0.13873 0.77431 -2.77584 -0.03
C 0.93950 -2.05029 -1.85688 -0.05
V -0.93413 -0.38563 0.55078 0.71
Cl -2.73726 3.65750 -1.14530 -0.65
Cl -1.83845 1.53423 1.35325 0.18
O -1.45046 -1.74010 -0.59669 -0.33
H 0.57635 3.33210 0.46678 0.06
H -0.47786 3.13171 -0.94877 -0.06
H 1.29508 3.20658 -1.14687 0.08
H -0.89592 1.56811 -2.72188 0.06
H -0.58934 -0.11202 -3.24054 0.07
H 0.69004 1.12087 -3.41335 0.08
H 0.09204 -2.11560 -2.54737 0.07
H 0.96973 -2.95214 -1.24023 0.07
H 1.86154 -2.02752 -2.45266 0.08
H 1.48907 -2.79822 0.85546 0.08
H 1.80362 -1.67896 2.20640 0.07
H 2.99135 -1.87251 0.91139 0.08
H 0.97441 2.09068 2.32828 0.06
H 2.61513 1.58704 1.92462 0.08
H 1.57412 0.49105 2.83612 0.07
H -2.32898 -2.07258 -0.35812 0.00
O -0.68657 -1.05434 2.25725 -0.36
H -1.12046 -1.73083 2.78740 0.01
Se -5.54400 -1.29431 2.56026 0.32
C -4.13804 -0.96801 1.52793 -0.96
N -3.19188 -0.76967 0.83868 -0.10
```

Properties
Net charge: -2
HOMO (spin up / spin down): -0.0456 / -0.0462 Eh
Total energy: -133350.5028 eV
Relative energy (zero: lowest compared OMol25 entry of this formula, charge and spin): 0.0 kJ/mol
Multiplicity: 2


No. 6
Entry from the OMol25 dataset: a structure of composition C11H17Cl2NO3Pd at a distorted geometry (wB97M-V/def2-TZVPD).

```
35
Properties=species:S:1:pos:R:3:lowdin_charge:R:1
C -0.61316 0.61587 1.25120 -0.15
C -1.59054 -0.16006 0.59342 -0.20
C -1.66970 0.27256 -0.78014 -0.21
C -2.37461 -1.27042 1.17640 -0.07
C -0.72811 1.29798 -0.97501 -0.18
C -0.09912 1.60123 0.29959 -0.23
C 0.81303 2.62341 0.53324 -0.04
C -0.14938 0.45008 2.64222 -0.03
C -2.58771 -0.26982 -1.80094 -0.09
C -0.41476 2.01508 -2.21702 -0.05
Pd 1.01145 -2.38100 -0.50392 0.41
Cl -0.76658 -2.93051 -1.51518 -0.11
Cl 0.56091 -3.66102 1.40550 -0.39
O 1.49345 -0.93712 -1.80346 -0.54
H -2.32380 -1.23681 2.27249 0.07
H -1.97278 -2.24481 0.85153 0.02
H -3.42343 -1.21060 0.85346 0.07
H -2.47205 -1.36563 -1.87110 -0.02
H -2.34337 0.15464 -2.78196 0.06
H -3.63512 -0.03878 -1.54899 0.08
H -0.81008 1.48067 -3.08258 0.07
H 0.67197 2.10377 -2.31991 0.08
H -0.84217 3.02664 -2.19213 0.08
H 1.33842 3.07068 -0.31418 0.06
H 2.36129 2.03121 1.14333 -0.04
H 0.83833 3.09115 1.51930 0.06
H -0.21004 -0.60526 2.93811 0.08
H -0.76217 1.03825 3.34215 0.08
H 0.89163 0.78250 2.73888 0.07
H 1.46465 -1.42732 -2.64794 -0.09
O 3.11298 1.70581 1.71581 -0.12
H 3.42687 0.93160 1.23087 0.03
O 5.00568 -3.35428 -0.24330 -0.05
C 3.92925 -2.86455 -0.06564 -0.57
N 2.86876 -2.33511 0.15588 -0.14
```

Properties
Net charge: -2
HOMO (spin up / spin down): 0.0289 / -0.0482 Eh
Total energy: -47838.0492 eV
Relative energy (zero: lowest compared OMol25 entry of this formula, charge and spin): 0.0 kJ/mol
Multiplicity: 5